1.
Entry from OMol25: a molecular structure, C29H22BrCl3N7OSSc (ωB97M-V/def2-TZVPD).

```
65
Properties=species:S:1:pos:R:3
Sc 0.623 0.386 -0.379
Br -0.886 7.673 -0.765
C -0.314 5.889 -0.943
C -0.075 5.357 -2.213
C 0.350 4.054 -2.361
C 0.527 3.228 -1.247
O 0.940 1.974 -1.413
C 0.294 3.767 0.041
C 0.559 3.041 1.247
N 0.752 1.763 1.331
C 1.146 1.176 2.560
C 0.867 1.650 3.816
C 1.383 0.998 4.954
C 2.174 -0.109 4.832
C 2.453 -0.642 3.552
C 3.264 -1.779 3.341
C 3.474 -2.234 2.068
C 2.847 -1.577 1.000
N 2.086 -0.507 1.149
C 1.908 -0.013 2.414
C -0.107 5.110 0.170
H -0.209 5.983 -3.085
H 0.574 3.661 -3.344
H 0.639 3.647 2.149
H 0.249 2.528 3.952
H 1.153 1.395 5.933
H 2.589 -0.593 5.706
H 3.714 -2.275 4.191
H 4.097 -3.094 1.871
H 2.964 -1.953 -0.010
H -0.258 5.528 1.157
N -1.561 1.170 -2.835
C -2.258 1.174 -1.654
C -3.640 1.419 -1.622
C -4.305 1.345 -0.425
C -3.600 1.023 0.741
C -2.257 0.794 0.631
N -1.580 0.862 -0.537
H -2.057 1.516 -3.641
H -0.597 1.475 -2.785
H -4.158 1.668 -2.538
H -5.369 1.535 -0.385
H -4.094 0.951 1.698
H -1.671 0.524 1.505
N -2.027 -6.499 -0.235
C -2.542 -5.404 -0.816
S -3.990 -5.348 -1.568
C -1.718 -4.166 -0.691
C -1.672 -3.251 -1.742
C -0.964 -2.081 -1.585
N -0.309 -1.765 -0.453
C -0.349 -2.648 0.551
C -1.027 -3.852 0.475
H -2.547 -7.360 -0.291
H -1.071 -6.545 0.074
H -2.211 -3.455 -2.656
H -0.935 -1.349 -2.385
H 0.171 -2.374 1.461
H -1.049 -4.500 1.340
Cl 4.971 -2.171 -2.976
C 3.517 -1.647 -3.839
Cl 2.665 -3.024 -4.550
Cl 3.893 -0.420 -5.049
C 2.627 -1.045 -2.840
N 1.941 -0.584 -2.050
```

Output
Electronic energy (eV): -182046.045
Maximum force (eV/Å): 0.43
Spin multiplicity: 1
Frontier orbital gap (eV): 6.8
Net charge: +2

---

2.
Entry from OMol25: a molecular structure, C29H22BrO7Pb (ωB97M-V/def2-TZVPD).

```
60
Properties=species:S:1:pos:R:3
Pb -1.515 -0.233 1.504
C -4.569 2.958 0.524
C -4.237 1.523 0.854
O -3.529 1.311 1.842
C -4.787 0.441 0.031
C -5.845 0.745 -0.844
C -6.497 -0.213 -1.584
C -6.077 -1.543 -1.458
C -5.033 -1.877 -0.636
C -4.329 -0.905 0.125
O -3.328 -1.315 0.836
H -3.936 3.592 1.137
H -5.619 3.167 0.740
H -4.375 3.171 -0.526
H -6.169 1.774 -0.929
H -7.312 0.054 -2.242
H -6.575 -2.320 -2.029
H -4.685 -2.898 -0.550
O 1.095 0.311 0.595
C 1.814 -0.872 0.931
C 0.943 -2.137 0.605
O 1.504 -3.227 0.609
O -0.294 -1.917 0.381
C 2.065 -0.787 2.437
C 2.121 -1.917 3.245
C 2.372 -1.792 4.606
C 2.567 -0.544 5.175
C 2.510 0.586 4.370
C 2.263 0.466 3.013
C 3.148 -0.907 0.187
C 3.463 0.081 -0.737
C 4.673 0.054 -1.420
C 5.587 -0.957 -1.180
C 5.283 -1.942 -0.247
C 4.077 -1.917 0.431
H 0.731 0.187 -0.294
H 1.960 -2.892 2.805
H 2.406 -2.682 5.224
H 2.756 -0.451 6.237
H 2.658 1.569 4.802
H 2.215 1.348 2.389
H 2.768 0.889 -0.923
H 4.895 0.834 -2.139
H 6.531 -0.979 -1.710
H 5.991 -2.737 -0.049
H 3.841 -2.695 1.142
Br 0.946 4.143 -1.834
C 0.818 2.378 -2.522
C 1.795 2.010 -3.438
C 1.818 0.725 -3.955
C 0.873 -0.201 -3.540
C -0.094 0.176 -2.623
C -0.155 1.472 -2.107
C -1.283 1.787 -1.132
O -1.722 2.924 -1.048
O -1.722 0.752 -0.510
H 2.542 2.735 -3.729
H 2.589 0.446 -4.662
H 0.897 -1.216 -3.913
H -0.827 -0.538 -2.265
```

Output
Electronic energy (eV): -120057.892
Maximum force (eV/Å): 0.20
Spin multiplicity: 1
Relative energy (zero: lowest compared OMol25 entry of this formula, charge and spin) (kJ/mol): 0.00
Frontier orbital gap (eV): 7.9
Net charge: -1